{
  "formula": "C17H23N3O3",
  "method": "ωB97M-V/def2-TZVPD",
  "symbols": ["H", "N", "H", "C", "C", "H", "H", "H", "C", "H", "C", "N", "H", "H", "H", "C", "O", "H", "H", "C", "C", "C", "C", "C", "C", "H", "H", "C", "H", "H", "C", "N", "C", "H", "C", "O", "C", "C", "H", "O", "H", "H", "H", "H", "H", "H"],
  "coordinates": [[-5.8440, 0.1160, 1.5564], [-1.9396, 2.1028, -0.8692], [6.9594, 0.5355, -1.6387], [4.4455, -1.3036, -0.3107], [-4.4943, -0.6833, 0.0204], [4.2368, -3.3251, -0.2205], [-6.3224, -1.8994, -0.2080], [-2.1236, 0.6871, 0.9465], [-3.7561, 0.5700, -0.5194], [2.2474, -3.0238, 1.2181], [3.7181, -0.3147, 0.2437], [-0.0264, -0.0128, -0.2864], [0.4852, -0.8653, -0.6435], [-4.4066, 1.4103, -0.2340], [-3.6786, 0.7488, -1.7115], [5.6367, -1.0126, -1.0915], [1.6571, 2.7989, 0.9032], [0.7218, 1.3801, -1.5041], [-3.6443, -1.4118, 0.0647], [2.6424, -0.8487, 0.9097], [4.1312, 1.0144, 0.2192], [1.0563, 1.9370, 0.2402], [5.9767, 0.3485, -1.1124], [0.4938, 0.7919, 0.8277], [-1.3469, -0.2834, -0.6237], [0.8670, -0.9383, 2.0195], [-4.9488, -2.1809, -1.7720], [1.6117, -0.0593, 1.6174], [-3.1235, 2.2724, -1.7940], [6.3838, -1.7206, -1.5972], [-4.9832, -0.5386, 1.4146], [3.8315, -2.4745, -0.0031], [-5.5617, -1.2443, -0.9065], [-2.1684, 2.8719, 0.0373], [5.4410, 1.3418, -0.2485], [1.2075, 2.0213, -1.0083], [-2.2291, 0.7961, -0.1288], [2.7626, -2.2064, 0.7654], [-0.3677, 1.1158, 1.4426], [-1.5760, -1.1844, -1.4177], [1.9156, 0.6468, 2.3993], [-6.1455, -0.3257, -1.5539], [-4.0113, -0.2837, 1.8851], [3.6229, 1.7070, 0.8979], [5.8511, 2.4474, -0.0647], [-5.2050, -1.5208, 1.8392]],
  "nbo_charge": [0.212, -0.805, 0.208, 0.141, -0.300, 0.409, 0.218, 0.215, -0.358, 0.213, -0.145, -0.673, 0.425, 0.204, 0.209, -0.256, -0.630, 0.508, 0.210, -0.134, -0.163, 0.756, -0.216, -0.158, 0.670, 0.210, 0.222, -0.380, 0.358, 0.230, -0.605, -0.502, -0.598, 0.370, -0.235, -0.615, -0.206, -0.009, 0.240, -0.595, 0.251, 0.218, 0.201, 0.235, 0.236, 0.215],
  "spin_multiplicity": 1,
  "max_force_ha_per_bohr": 0.133,
  "e_lumo_ev": 0.1,
  "e_tot_ha": -1051.32670,
  "molar_mass_g_mol": 317.39,
  "e_above_lowest_kcal_mol": 219.0
}